C42H71BCl39F5N3O13PS3 | ωB97M-V with the def2-TZVPD basis set

Properties
Orbital gap, eV: 9.01
Energy, eV: -620227.2070
HOMO energy, eV: -8.98

```
! RIJCOSX wB97M-V def2-TZVPD def2/J DEFGRID3
* xyz 0 1
Cl -0.172 -8.604 -4.321
Cl -0.755 -6.205 -1.068
Cl 4.788 2.591 -4.921
Cl 0.768 -8.743 5.344
Cl -6.717 -1.687 3.999
Cl 3.096 -3.530 -6.555
Cl -10.630 10.907 -6.484
Cl -0.356 -2.818 -7.770
Cl -11.445 4.595 -6.828
Cl -1.538 -9.424 9.801
Cl -1.483 -12.333 6.862
Cl -5.385 2.669 -3.837
Cl 0.318 -10.955 -2.641
Cl -0.025 -7.172 10.896
Cl 8.421 6.095 6.618
Cl -0.084 0.015 -8.465
Cl -2.595 -0.678 -5.063
Cl -0.419 5.254 -6.300
Cl -0.604 -3.373 -3.561
Cl -7.365 6.986 -6.570
Cl -7.240 2.529 -6.091
Cl -5.589 -4.101 5.210
Cl 3.163 -6.463 6.216
Cl 3.735 -5.383 3.519
Cl -1.566 -5.311 -5.498
Cl 5.488 1.712 -7.625
Cl 1.841 -9.459 7.971
Cl 1.287 3.375 -7.727
Cl -12.077 1.841 -6.058
Cl -6.807 1.121 -1.435
Cl 0.874 -4.033 0.041
Cl -4.525 6.867 -5.873
Cl 6.991 3.541 6.740
Cl -1.309 -11.203 4.163
Cl -11.273 8.164 -5.697
Cl 2.522 -6.383 -6.204
Cl -1.101 1.802 -5.022
Cl -4.454 0.585 2.086
Cl -7.366 0.145 1.252
S 5.788 1.731 1.196
S -2.934 -0.055 3.288
S 5.228 4.392 2.570
P -0.586 3.524 -1.702
F 6.483 -0.156 3.032
F 7.966 1.405 2.691
F 2.384 5.836 1.857
F 1.757 4.371 4.076
F 7.558 -0.064 1.150
O 4.517 4.996 3.672
O 3.256 2.457 2.073
O -0.149 4.611 -2.766
O -3.492 -0.196 4.601
O 1.035 2.353 3.787
O -0.760 3.989 -0.316
O 6.646 2.631 0.485
O 5.075 0.813 0.347
O 0.223 5.774 1.880
O 4.215 3.520 -0.512
O -2.001 3.022 -2.270
O 5.192 5.191 1.377
O -2.402 -1.253 2.711
N 1.296 3.748 1.931
N 1.332 -0.803 -2.396
N 1.764 2.086 -1.144
C 0.405 -8.973 7.061
C 2.359 3.080 1.115
C 6.944 4.295 3.066
C 2.372 5.178 -0.859
C 1.246 5.191 1.875
C 0.750 0.960 0.990
C -1.673 1.204 3.346
C 4.065 0.766 4.083
C -5.830 -2.355 5.371
C -2.681 1.075 -5.262
C 2.677 1.170 -1.851
C 0.509 -1.627 -8.750
C 4.780 2.056 3.747
C 4.887 3.043 -6.630
C 3.703 -0.256 3.219
C -10.283 9.193 -6.739
C 7.011 0.662 2.126
C 4.571 2.644 2.325
C -6.296 1.605 -4.916
C 1.363 3.385 3.295
C -0.896 -9.858 -3.311
C 2.315 -0.295 -1.774
C -8.016 0.999 -0.148
C -0.026 -5.516 0.388
C -11.096 2.884 -7.095
C -1.425 -8.230 11.100
C 3.205 -0.594 5.895
C 3.098 -1.425 3.665
C 2.230 -2.894 5.514
C 3.918 -6.738 4.648
C -0.765 1.165 0.951
C -2.020 -4.212 -4.194
C -6.143 6.249 -5.523
C 2.848 -1.621 5.023
C -0.110 4.454 -7.841
C 1.839 -4.777 -6.503
C -0.891 -12.563 5.209
C 3.789 0.584 5.440
C 1.813 1.840 0.317
C -1.458 1.984 2.047
C 6.842 5.302 6.628
C 0.479 2.068 -1.850
B 2.984 3.958 -0.093
H -11.308 2.643 -8.129
H 3.040 6.027 -0.711
H 6.278 5.654 7.483
H 1.267 -1.807 -2.232
H 4.979 -6.881 4.812
H -0.126 1.190 -1.643
H 0.083 5.208 -8.594
H -2.457 2.195 1.666
H 1.332 -4.794 -7.455
H 3.897 3.313 -6.974
H -8.297 2.001 0.151
H -2.716 -3.480 -4.587
H 0.673 1.988 -2.918
H 2.204 -3.632 4.717
H -10.052 2.705 -6.869
H 0.659 -6.244 0.806
H -9.238 9.013 -6.514
H -2.570 2.848 -1.506
H 3.036 -0.729 6.956
H 2.405 4.951 -1.921
H 1.193 -2.733 5.803
H 4.212 3.283 -1.446
H -0.854 5.280 -2.778
H 4.030 1.339 6.179
H -1.420 -9.381 -2.491
H 1.559 -1.666 -8.484
H -6.969 0.998 -4.323
H 2.762 1.459 -2.897
H -0.814 -5.284 1.095
H 4.371 2.801 4.423
H -1.187 1.505 0.016
H 1.072 0.820 2.021
H -1.585 -10.435 -3.916
H -8.879 0.459 -0.520
H -1.950 1.895 4.133
H 0.032 -8.041 7.468
H 2.779 -3.323 6.347
H 2.853 -2.200 2.956
H -2.324 -7.625 11.092
H 1.376 5.501 -0.575
H -10.492 8.945 -7.773
H 5.837 1.975 3.993
H 0.913 -0.032 0.567
H 7.545 4.313 2.165
H -5.597 0.975 -5.455
H -6.151 5.178 -5.678
H 2.698 1.215 0.391
H -3.030 1.302 -6.265
H 7.093 5.234 3.587
H 3.480 -7.624 4.204
H 7.156 3.474 3.738
H -1.337 -13.464 4.805
H -0.976 3.862 -8.111
H 2.980 -0.933 -1.184
H -3.352 1.500 -4.523
H -1.035 2.959 2.237
H -1.331 -8.755 12.043
H -6.385 6.478 -4.491
H 5.563 3.883 -6.728
H -0.343 -9.750 7.152
H -1.193 0.166 1.043
H 3.889 -0.161 2.154
H -4.862 -1.871 5.415
H 0.370 -1.872 -9.796
H 3.683 1.273 -1.453
H 0.189 -12.655 5.240
H 6.321 5.546 5.709
H -2.481 -4.778 -3.392
H -0.780 0.658 3.633
H 1.146 -4.538 -5.706
H -6.397 -2.166 6.275
*
```

Atomic partial charges in e from the Mulliken method, atoms 1 to 4:
1. Cl -0.071
2. Cl -0.120
3. Cl -0.083
4. Cl -0.159

***

C16H43F3O9S | ωB97M-V with the def2-TZVPD basis set

Properties
Relative energy (zero: lowest compared OMol25 entry of this formula, charge and spin), kcal/mol: 0.0
Orbital gap, eV: 9.78
Energy, eV: -54705.0934
HOMO energy, eV: -9.61

```
! RIJCOSX wB97M-V def2-TZVPD def2/J DEFGRID3
* xyz 0 1
S -2.246 -0.027 3.144
F -0.779 -1.233 4.983
F -1.689 -2.576 3.571
F -2.880 -1.691 5.127
O -1.882 -1.017 -0.203
O -0.969 0.286 2.507
O 1.126 -2.177 -0.661
O -3.194 -0.558 2.151
O -0.467 2.037 -1.452
O -2.798 0.998 3.999
O 1.465 -2.499 -3.401
O 1.876 3.006 1.908
O 0.372 0.196 0.253
C 3.646 -1.941 -4.310
C 0.943 -2.945 1.554
C 2.143 -0.211 -3.160
C -0.641 4.443 -1.759
C 2.453 2.381 4.151
C -1.772 -1.406 -2.558
C 0.135 3.215 3.596
C 0.614 -3.286 0.119
C -1.888 -1.481 4.296
C 2.216 -1.438 -4.054
C 1.381 -4.536 -0.293
C -2.652 -1.376 -1.342
C -3.837 -0.416 -1.422
C 1.351 2.429 3.124
C -0.474 3.306 -0.749
C -1.640 3.278 0.231
H 1.944 3.960 2.035
H 1.033 1.431 2.830
H 3.628 -2.678 -5.115
H -0.789 2.171 -2.345
H -4.502 -0.582 -0.579
H 0.516 4.201 3.896
H -3.071 -2.381 -1.214
H -0.376 2.772 4.449
H 2.023 -2.848 1.663
H 2.408 -0.488 -2.138
H 1.273 -2.359 -1.614
H 0.555 -3.697 2.241
H 0.519 -2.013 1.929
H 0.843 -5.420 0.062
H -4.466 -0.524 -2.319
H -0.448 -3.398 -0.102
H 0.118 4.384 -2.541
H -0.968 -2.147 -2.529
H -3.505 0.613 -1.581
H 2.125 1.863 5.060
H 2.410 -4.554 0.061
H 1.152 -3.102 -4.083
H 2.897 0.492 -3.516
H -2.345 -1.652 -3.455
H 0.555 -0.747 -0.096
H 0.477 3.422 -0.227
H -2.471 -1.013 0.592
H 1.149 0.230 -3.120
H -1.614 4.458 -2.257
H 1.420 -4.679 -1.377
H 4.243 -1.092 -4.641
H -2.605 3.177 -0.259
H 3.308 1.856 3.725
H 1.764 -1.229 -5.028
H -0.579 5.361 -1.171
H -1.267 -0.454 -2.757
H -0.002 0.734 -0.502
H -1.675 4.205 0.814
H -0.347 0.180 0.963
H 4.031 -2.440 -3.424
H -0.598 3.383 2.808
H 2.799 3.343 4.539
H -1.472 2.494 0.973
*
```

Atomic partial charges in e from the Mulliken method, atoms 1 to 4:
1. S 1.100
2. F -0.246
3. F -0.226
4. F -0.216

***

C3H7N3S | ωB97M-V with the def2-TZVPD basis set

Properties
Structure (SMILES): C=C/C(=N/N)NS
Relative energy (zero: lowest compared OMol25 entry of this formula, charge and spin), kcal/mol: 56.8
Orbital gap, eV: 9.10
Energy, eV: -18528.0089
HOMO energy, eV: -8.41

```
! RIJCOSX wB97M-V def2-TZVPD def2/J DEFGRID3
* xyz 0 1
S 0.592 2.101 -0.362
N -2.485 -0.023 0.018
N -0.038 0.862 0.656
N -1.432 -0.784 -0.328
C -0.256 -0.401 0.020
C 0.877 -1.298 -0.278
C 2.143 -1.012 -0.002
H -0.443 2.976 -0.220
H 2.482 -0.042 0.413
H 2.941 -1.702 -0.276
H 0.600 -2.246 -0.726
H -3.227 -0.172 -0.626
H 0.528 0.774 1.505
H -2.282 0.968 0.207
*
```

Atomic partial charges in e from the Mulliken method, atoms 1 to 4:
1. S -0.129
2. N -0.438
3. N -0.445
4. N -0.317

***

C28H39N3O4 | ωB97M-V with the def2-TZVPD basis set

Properties
Structure (SMILES): CCOc1cc(/C=C/C(=O)Nc2ccc(C(=O)NCCN(CC)CC)cc2)ccc1OCC(C)C
Relative energy (zero: lowest compared OMol25 entry of this formula, charge and spin), kcal/mol: 30.1
Orbital gap, eV: 8.40
Energy, eV: -42329.5621
HOMO energy, eV: -8.17

```
! RIJCOSX wB97M-V def2-TZVPD def2/J DEFGRID3
* xyz 0 1
O 2.078 -0.284 -5.914
O -4.941 -1.937 -1.280
O 0.854 -1.416 2.154
O 2.717 0.611 2.851
N -3.889 -0.274 -0.176
N 0.076 -0.901 -5.113
N -2.898 1.030 2.012
C -0.988 -0.898 -4.208
C -1.277 0.233 -3.445
C 0.897 -1.091 4.577
C 1.847 -0.272 -1.149
C 5.350 0.001 4.181
C -2.274 0.197 -2.493
C -4.047 -1.111 -1.222
C 1.257 -0.959 -0.088
C -1.787 -2.031 -4.072
C 1.559 -0.688 1.238
C -3.681 -0.176 2.218
C 5.115 1.091 3.139
C -2.789 -2.058 -3.123
C 2.789 0.706 -0.840
C 3.103 0.991 0.474
C 3.665 1.591 3.217
C -4.649 -0.363 1.046
C -3.649 2.258 2.246
C 1.321 -0.350 -4.965
C -3.018 -0.964 -2.294
C -0.637 2.014 2.011
C -1.592 1.009 2.647
C 1.453 -0.611 -2.503
C -3.820 3.070 0.962
C 1.458 -1.834 3.371
C 2.496 0.324 1.534
C 6.077 2.257 3.344
C 1.713 0.092 -3.610
H 3.419 1.829 4.257
H -0.537 1.815 0.946
H -4.387 2.508 0.225
H -3.079 0.324 -0.092
H -0.179 -1.233 4.634
H -1.601 -2.893 -4.696
H -3.403 -2.936 -2.991
H 2.543 -1.724 3.319
H -2.851 3.316 0.536
H 0.343 1.918 2.471
H -2.996 -1.027 2.239
H -5.137 -1.340 1.083
H 5.251 0.408 5.185
H -0.705 1.136 -3.599
H -0.067 -1.386 -5.990
H 1.223 -2.902 3.458
H -3.136 2.875 2.993
H 3.832 1.760 0.669
H 5.942 3.015 2.576
H 5.911 2.719 4.315
H 3.533 2.500 2.619
H -4.244 -0.164 3.166
H -1.661 1.209 3.731
H 7.105 1.907 3.302
H -1.169 0.012 2.512
H 0.866 -1.518 -2.582
H 6.348 -0.418 4.075
H -5.427 0.410 1.062
H 0.522 -1.727 -0.281
H 1.355 -1.475 5.485
H 2.334 0.975 -3.592
H -2.482 1.091 -1.924
H 3.295 1.244 -1.626
H -4.350 3.995 1.176
H 5.280 0.661 2.145
H 4.625 -0.801 4.064
H -4.639 2.021 2.651
H 1.108 -0.029 4.493
H -0.980 3.036 2.148
*
```

Atomic partial charges in e from the Mulliken method, atoms 1 to 4:
1. O -0.648
2. O -0.714
3. O -0.388
4. O 0.361

***

C19H23F3KN8O4S2 | ωB97M-V with the def2-TZVPD basis set

Properties
Relative energy (zero: lowest compared OMol25 entry of this formula, charge and spin), kcal/mol: 0.0
Orbital gap, eV: 5.71
Energy, eV: -86338.3579
HOMO energy, eV: -3.75

```
! RIJCOSX wB97M-V def2-TZVPD def2/J DEFGRID3
* xyz -1 1
K -0.823 0.423 -0.492
S 2.009 -1.009 -1.335
S -1.801 -3.853 1.072
F -0.199 0.815 -3.175
F -2.128 0.030 -4.066
F 4.789 2.272 -0.335
O 0.416 2.875 0.549
O 5.642 4.940 -0.311
O -1.479 2.911 -0.653
O 1.547 6.320 -1.709
N 1.855 4.063 -1.437
N 3.576 5.567 -1.035
N -1.941 -3.365 -1.596
N -3.713 -2.752 -0.470
N 2.271 -0.841 1.330
N -1.709 -0.379 2.011
N 4.193 -0.679 0.145
N 0.929 -0.849 1.519
C -3.881 -2.101 -1.771
C 2.828 -0.828 0.082
C -3.681 -1.003 3.203
C 4.514 4.625 -0.640
C -0.270 3.152 -0.462
C 3.969 3.288 -0.690
C -2.915 -1.690 4.127
C 2.251 5.376 -1.412
C 0.455 3.719 -1.698
C -0.970 -1.022 2.911
C -3.024 -0.361 2.163
C -0.612 -3.803 -1.936
C 1.399 -1.185 3.912
C -2.470 -3.314 -0.371
C 2.702 3.057 -1.058
C -2.860 -2.862 -2.611
C 0.506 -1.008 2.714
C -1.064 -0.341 -3.171
C -1.538 -1.691 3.990
H 2.895 -0.925 2.119
H -0.920 -2.232 4.693
H -0.055 4.603 -2.065
H -3.602 -1.044 -1.749
H -2.349 -2.202 -3.304
H -3.308 -3.705 -3.152
H -0.504 -1.053 -3.818
H 4.529 -0.011 0.826
H -0.655 -4.657 -2.618
H 4.598 -0.528 -0.767
H 0.857 -0.985 4.832
H -4.899 -2.216 -2.141
H 2.292 2.057 -1.092
H -0.099 -4.092 -1.022
H 0.416 2.960 -2.480
H -4.080 -2.359 0.380
H 2.231 -0.477 3.886
H -4.759 -0.960 3.279
H 3.874 6.531 -1.019
H -3.381 -2.225 4.944
H -0.076 -2.980 -2.411
H 1.807 -2.198 3.967
H -3.582 0.203 1.420
*
```

Atomic partial charges in e from the Mulliken method, atoms 1 to 4:
1. K 1.116
2. S -0.274
3. S -0.408
4. F -0.238

***

C17H23F5InNO3P2 | ωB97M-V with the def2-TZVPD basis set

Properties
Orbital gap, eV: 4.19
Energy, eV: -62958.1067
HOMO energy, eV: -13.27

```
! RIJCOSX wB97M-V def2-TZVPD def2/J DEFGRID3
* xyz 2 1
In -0.252 -0.705 -0.878
P -1.816 1.312 -0.534
P 2.260 -0.748 -0.316
F -3.593 -4.901 0.575
F -4.123 -4.940 3.264
F -1.844 -3.071 -0.464
F -1.161 -1.307 3.929
F -2.921 -3.140 4.939
O 0.294 0.653 -3.242
O 1.085 -1.806 -3.678
O -0.558 -1.297 1.312
N 1.035 1.883 -0.122
C 2.869 3.165 0.690
C -2.078 1.602 1.239
C 0.387 2.999 -0.459
C -3.469 1.436 -1.261
C 2.260 1.935 0.398
C -2.984 -4.015 1.393
C -1.751 -2.204 3.111
C -1.429 -2.164 1.728
C -3.262 -4.038 2.764
C 2.190 4.347 0.387
C 0.926 4.268 -0.199
C 2.965 0.621 0.673
C -0.940 2.804 -1.155
C 2.644 -2.206 0.684
C 3.360 -0.780 -1.757
C -2.094 -3.092 0.886
C -2.644 -3.122 3.619
H 3.722 -2.232 0.900
H -1.122 1.724 1.761
H 3.245 0.156 -2.320
H 2.072 -2.163 1.621
H 2.355 -3.111 0.134
H 1.422 -2.537 -4.243
H 0.332 5.142 -0.450
H -0.739 2.580 -2.256
H 0.582 -0.224 -3.697
H 2.642 5.316 0.602
H -2.694 2.503 1.370
H -1.577 3.691 -1.045
H -3.976 2.329 -0.868
H 4.038 0.711 0.444
H 0.491 -2.251 -3.005
H -0.325 1.092 -3.857
H -4.048 0.541 -0.993
H -3.396 1.499 -2.355
H 2.861 0.346 1.735
H 3.860 3.149 1.140
H 4.398 -0.874 -1.409
H -2.598 0.740 1.680
H 3.096 -1.615 -2.417
*
```

Atomic partial charges in e from the Mulliken method, atoms 1 to 4:
1. In 1.217
2. P 0.597
3. P 0.886
4. F -0.280